{"formula": "C4H34N2O13", "method": "ωB97M-V with the def2-TZVPD basis set", "total_energy_ha": -1260.071428, "de_lowest_kj_mol": 128.3, "spin_multiplicity": 2, "homo_ha": [-0.513, -0.513], "s2": 0.767, "charge": 1, "symbols": ["C", "C", "N", "C", "C", "N", "O", "H", "H", "H", "H", "H", "H", "H", "H", "H", "H", "H", "H", "O", "H", "H", "O", "H", "H", "O", "H", "H", "O", "H", "H", "O", "H", "H", "O", "H", "H", "O", "H", "H", "O", "H", "H", "O", "H", "H", "O", "H", "H", "O", "H", "H", "O"], "coordinates": [[1.6432, -1.2703, 0.2930], [0.6674, -1.1319, -0.7816], [-0.5301, -0.4293, -0.6426], [-0.7596, 0.4829, 0.4127], [-1.2012, 1.9396, -0.0818], [-2.6469, 2.0304, -0.1853], [0.8299, -1.5728, -1.9188], [2.1613, -2.2003, 0.0102], [2.3510, -0.4570, 0.2489], [1.2474, -1.3879, 1.3150], [-1.1108, -0.4219, -1.4935], [-1.6071, 0.2127, 1.1132], [0.0175, 0.6420, 1.1879], [-0.7249, 2.6936, 0.5242], [-0.6979, 1.9613, -1.0366], [-2.9640, 2.9772, 0.0532], [-3.1149, 1.4641, 0.5386], [-4.2189, -0.4021, 2.3343], [-2.7009, -0.0871, 2.6794], [-3.5517, 0.2859, 2.3892], [-2.2056, 1.6570, -3.5002], [-2.5310, 1.2425, -2.1845], [-1.9144, 0.9514, -2.9067], [-0.1931, -0.1382, 3.8074], [1.0236, 0.1408, 4.7777], [0.1467, -0.2402, 4.6998], [-1.0643, -2.4668, 2.2332], [-0.6445, -2.3447, 3.6731], [-1.0126, -1.8051, 2.9508], [1.3969, 1.9280, 2.5032], [2.6910, 1.3661, 2.0589], [1.7459, 1.1057, 2.1001], [1.1696, 2.8573, -2.6131], [1.3641, 1.7454, -3.7563], [1.7398, 2.1909, -2.9945], [-1.2360, -1.5749, -4.3733], [-0.0368, -1.2670, -3.5819], [-0.3285, -1.9155, -4.2892], [2.7226, -1.5643, -1.9650], [3.4231, -1.3093, -3.3963], [3.5389, -1.5418, -2.4754], [-3.8770, -2.2784, 0.8456], [-3.0646, -2.5162, 2.0275], [-3.9938, -2.2464, 1.8023], [3.6000, 3.4334, 0.4049], [3.6710, 1.8810, 0.3626], [3.6775, 2.6540, 0.9688], [3.2573, 1.3144, -1.8858], [4.4339, 0.4412, -1.4971], [4.1358, 1.3584, -1.4882], [-1.6854, -2.0931, -0.1317], [-1.2846, -3.5473, 0.3005], [-1.7542, -2.7475, 0.5634]], "forces_ev_per_angstrom": [[0.254, -1.424, 0.667], [-0.081, -0.488, -1.742], [-0.095, 1.257, 1.441], [-0.724, 1.689, 1.381], [-0.102, -1.677, -0.372], [-0.413, 0.287, 0.382], [-0.141, 0.423, 1.403], [0.145, 0.321, 0.350], [0.197, 0.367, 0.079], [-0.022, 0.348, -0.489], [0.004, 0.364, 0.000], [-0.080, -0.457, -0.842], [0.520, -0.951, -1.111], [0.167, -0.025, 0.751], [-0.201, 0.643, -0.652], [0.183, -0.292, -0.547], [0.327, 0.092, -0.200], [0.332, -0.773, 0.066], [-1.001, -0.438, 0.352], [1.089, 1.578, -0.309], [0.552, -0.301, -0.839], [0.508, -0.599, 0.181], [-1.156, 0.795, 0.879], [0.498, 0.064, 0.004], [-0.001, 0.126, -0.343], [-0.249, -0.107, 0.604], [-0.098, 0.767, 0.135], [-0.119, 0.769, 0.221], [0.200, -1.280, -0.329], [0.101, -0.590, -0.224], [-0.435, -0.085, -0.206], [0.094, 0.894, 0.791], [-0.411, 0.060, -0.488], [-0.458, 0.407, -0.048], [0.799, -0.579, 0.596], [0.121, -0.509, -0.594], [0.024, -1.444, -1.376], [-0.443, 1.918, 1.451], [0.021, -0.072, -1.176], [-0.605, -0.038, -0.057], [1.058, 0.079, 0.957], [-0.690, -0.045, -0.030], [-1.561, 0.415, 0.373], [1.248, -0.697, -0.042], [0.175, -0.267, 0.025], [0.455, 0.995, -0.237], [-0.213, -0.497, 0.064], [-0.006, 0.268, -0.404], [0.184, -0.123, -0.234], [-0.297, -0.322, 0.498], [-0.014, -0.315, -0.258], [-0.104, -0.046, -0.437], [0.467, -0.482, -0.063]]}


{"formula": "C42H33AsClN3O2S2Ti", "method": "ωB97M-V with the def2-TZVPD basis set", "total_energy_ha": -6277.033829, "de_lowest_kj_mol": 59.5, "spin_multiplicity": 2, "homo_ha": [-0.142, -0.160], "s2": 0.753, "charge": -1, "symbols": ["Ti", "N", "C", "C", "C", "O", "O", "H", "H", "H", "H", "H", "H", "S", "C", "C", "C", "C", "C", "C", "N", "C", "C", "C", "C", "C", "C", "C", "H", "H", "H", "H", "H", "H", "H", "H", "S", "C", "N", "Cl", "C", "C", "C", "C", "C", "C", "C", "H", "H", "H", "H", "H", "H", "C", "C", "C", "C", "C", "C", "As", "C", "C", "C", "C", "C", "C", "C", "C", "C", "C", "C", "C", "H", "H", "H", "H", "H", "H", "H", "H", "H", "H", "H", "H", "H"], "coordinates": [[-1.7299, 0.8463, 1.4953], [0.7165, 0.9105, 2.1061], [1.2044, 1.6623, 3.2626], [0.0806, 1.9435, 4.2677], [-1.0339, 2.8023, 3.6208], [-1.2560, 3.9253, 4.0357], [-1.6500, 2.2255, 2.6609], [0.7547, -0.0921, 2.2998], [1.3168, 1.0789, 1.2985], [1.6094, 2.6198, 2.9151], [2.0125, 1.1166, 3.7819], [0.4799, 2.4809, 5.1311], [-0.3667, 0.9975, 4.5818], [-3.2039, 2.4533, -2.4575], [-1.6231, 3.1789, -2.3200], [-0.9756, 4.0012, -3.2170], [0.2755, 4.5023, -2.8758], [0.8523, 4.1792, -1.6519], [0.2057, 3.3675, -0.7409], [-1.0555, 2.8511, -1.0641], [-1.8376, 2.1019, -0.2586], [-3.0319, 1.8477, -0.8033], [-4.1016, 1.3172, -0.0438], [-5.4301, 1.2880, -0.5031], [-6.4398, 0.9430, 0.3634], [-6.1472, 0.6205, 1.6838], [-4.8288, 0.6121, 2.1281], [-3.7721, 0.9325, 1.2876], [-1.4530, 4.2698, -4.1482], [0.7924, 5.1666, -3.5554], [1.8169, 4.5949, -1.3953], [0.6139, 3.1698, 0.2449], [-5.6521, 1.5671, -1.5245], [-7.4674, 0.9356, 0.0260], [-6.9517, 0.3693, 2.3620], [-4.6363, 0.3620, 3.1716], [-3.1656, -1.9502, -1.3269], [-2.1273, -1.1130, -0.4839], [-1.3025, -0.5297, 0.1424], [2.4424, -4.9204, 3.0524], [1.2027, -3.7110, 2.9568], [0.1968, -3.8055, 2.0063], [-0.8208, -2.8782, 1.9944], [-0.8797, -1.8218, 2.9276], [-1.9648, -0.8594, 2.9064], [0.1511, -1.7834, 3.8887], [1.1861, -2.6959, 3.8957], [0.2056, -4.6114, 1.2896], [-1.6136, -2.9753, 1.2644], [-2.1542, -0.4426, 3.9049], [-2.8786, -1.3356, 2.5323], [0.1133, -1.0468, 4.6821], [1.9654, -2.6424, 4.6424], [4.8741, 1.4198, -3.8326], [4.7990, 1.7663, -2.4936], [3.6953, 1.3972, -1.7474], [2.6544, 0.6678, -2.3122], [2.7382, 0.3366, -3.6578], [3.8379, 0.7094, -4.4127], [1.1102, 0.1984, -1.1413], [2.0982, -1.2827, -0.3328], [3.0660, -1.2309, 0.6553], [3.7482, -2.3784, 1.0302], [3.4523, -3.5918, 0.4312], [2.4474, -3.6667, -0.5143], [1.7763, -2.5168, -0.9131], [0.7687, -2.4463, -1.9630], [0.2471, -3.5346, -2.6486], [-0.6301, -3.3301, -3.6975], [-0.9939, -2.0460, -4.0678], [-0.5143, -0.9564, -3.3576], [0.3630, -1.1494, -2.3067], [5.7358, 1.7067, -4.4190], [5.6041, 2.3222, -2.0326], [3.6292, 1.6687, -0.6975], [1.9388, -0.2283, -4.1225], [3.8939, 0.4375, -5.4586], [3.3082, -0.2875, 1.1358], [4.5152, -2.3307, 1.7920], [3.9907, -4.4853, 0.7158], [2.2033, -4.6245, -0.9504], [0.5175, -4.5409, -2.3548], [-1.0308, -4.1814, -4.2314], [-1.6625, -1.8990, -4.9052], [-0.8234, 0.0476, -3.6270]], "forces_ev_per_angstrom": [[1.070, -0.633, 0.797], [0.081, -0.247, -0.455], [-0.040, -0.009, 0.401], [-0.299, 0.311, -0.418], [1.039, 0.349, 1.464], [-0.049, -0.017, -0.170], [-0.300, 1.663, 1.038], [0.065, 0.118, -0.071], [-0.237, -0.116, 0.264], [0.005, -0.116, 0.028], [-0.124, 0.210, -0.167], [-0.090, -0.093, -0.078], [0.053, 0.071, 0.048], [0.353, -0.087, 0.688], [-0.091, -0.422, 0.612], [0.405, 0.267, -0.184], [-0.336, -0.085, -0.267], [0.104, 0.000, 0.271], [-0.352, 0.060, 0.100], [0.598, 0.928, -1.130], [-2.030, -0.367, -0.492], [1.616, 1.232, -0.760], [-1.468, -0.823, 1.287], [0.559, 0.156, -0.127], [-0.249, -0.047, -0.091], [0.371, 0.008, 0.166], [-0.554, -0.023, 0.191], [-0.802, 0.296, -1.087], [0.049, 0.020, -0.114], [0.008, -0.028, -0.030], [0.061, 0.003, 0.000], [0.026, -0.045, -0.127], [-0.128, 0.002, -0.119], [-0.043, -0.008, -0.065], [-0.069, -0.011, 0.062], [0.041, -0.069, -0.180], [-0.865, -0.538, -0.480], [1.338, 0.369, 0.701], [-0.345, -1.565, -1.448], [0.202, -0.412, 0.157], [-0.160, 0.192, 0.120], [0.152, -0.041, 0.097], [0.009, 0.200, 0.093], [0.053, -0.421, 0.360], [-0.240, -0.185, 0.302], [-0.194, 0.150, -0.156], [0.124, -0.236, -0.108], [0.018, -0.131, -0.079], [-0.013, -0.009, -0.019], [-0.045, 0.000, -0.099], [0.052, 0.136, 0.061], [-0.010, 0.087, -0.030], [0.039, -0.027, 0.085], [0.073, 0.049, -0.052], [0.129, 0.061, 0.071], [-0.240, -0.021, 0.228], [-0.177, 0.032, 0.020], [-0.235, -0.125, -0.034], [0.114, 0.008, -0.116], [0.832, -0.176, -0.519], [-0.059, -0.357, 0.048], [-0.004, 0.258, 0.112], [0.157, 0.031, 0.026], [0.066, -0.007, -0.092], [0.047, 0.035, -0.096], [0.213, 0.148, 0.410], [-0.243, 0.111, -0.336], [0.004, -0.016, 0.083], [0.003, -0.086, -0.135], [0.015, -0.030, -0.168], [0.025, 0.241, -0.019], [-0.106, -0.264, -0.108], [0.052, 0.015, -0.045], [0.041, 0.042, 0.039], [0.108, 0.070, 0.001], [0.035, 0.003, -0.011], [-0.034, -0.022, -0.048], [0.030, -0.029, -0.003], [0.006, 0.034, 0.040], [-0.019, 0.047, 0.005], [-0.026, -0.075, -0.097], [0.026, -0.024, -0.046], [-0.041, -0.017, -0.026], [-0.077, 0.043, 0.024], [-0.071, 0.006, 0.000]]}


{"formula": "CH4IN2S", "method": "ωB97M-V with the def2-TZVPD basis set", "total_energy_ha": -845.646267, "de_lowest_kj_mol": 0.0, "spin_multiplicity": 1, "homo_ha": -0.486, "charge": 1, "symbols": ["C", "N", "N", "S", "I", "H", "H", "H", "H"], "coordinates": [[-0.6503, 0.4154, -0.0266], [-0.2621, 0.0584, -1.2568], [-0.2260, 0.2180, 1.2267], [-2.1283, 1.4348, 0.0236], [-3.7196, -0.2129, -0.0039], [0.5402, -0.5489, -1.4256], [-0.6515, 0.3721, -2.1125], [0.7393, -0.0155, 1.4434], [-0.7509, 0.5811, 2.0046]], "forces_ev_per_angstrom": [[-1.768, 0.919, -0.150], [2.003, -1.142, 2.686], [1.876, -0.523, -1.961], [0.649, 1.118, -0.298], [-1.052, -1.047, -0.096], [-0.116, 0.125, 0.427], [-1.055, 0.766, -0.265], [-0.167, -0.443, -0.152], [-0.369, 0.227, -0.192]]}


{"formula": "C25H27F32O8PS", "method": "ωB97M-V with the def2-TZVPD basis set", "total_energy_ha": -5506.029772, "spin_multiplicity": 1, "smiles": "FC(F)C(F)(F)COC(F)(F)C(F)F.FC(F)C(F)(F)COC(F)(F)C(F)F.FC(F)C(F)(F)COC(F)(F)C(F)F.FC(F)C(F)(F)COC(F)(F)C(F)F.CP(O)[C@@H]1CCCOS1(=O)=O", "homo_ha": -0.345, "charge": 0, "symbols": ["C", "P", "O", "C", "C", "C", "C", "O", "S", "O", "O", "H", "H", "H", "H", "H", "H", "H", "H", "H", "H", "H", "C", "C", "C", "F", "F", "F", "F", "O", "C", "C", "F", "F", "F", "F", "H", "H", "H", "H", "C", "C", "C", "F", "F", "F", "F", "O", "C", "C", "F", "F", "F", "F", "H", "H", "H", "H", "C", "C", "C", "F", "F", "F", "F", "O", "C", "C", "F", "F", "F", "F", "H", "H", "H", "H", "C", "C", "C", "F", "F", "F", "F", "O", "C", "C", "F", "F", "F", "F", "H", "H", "H", "H"], "coordinates": [[1.5647, 5.9384, -1.9957], [1.3826, 4.1544, -2.2673], [1.9853, 3.5868, -0.8541], [-0.4410, 3.8179, -2.0979], [-1.2027, 4.1344, -3.4066], [-2.0306, 5.4281, -3.4217], [-1.8038, 6.3369, -2.2427], [-2.1532, 5.6791, -1.0045], [-1.2447, 4.4332, -0.5991], [-2.1432, 3.4153, -0.1320], [-0.2428, 4.8753, 0.3165], [1.0924, 6.5030, -2.8010], [1.2089, 6.2738, -1.0195], [2.6379, 6.1337, -2.0587], [2.5709, 2.8456, -1.0828], [-0.4921, 2.7399, -1.9293], [-0.4871, 4.0983, -4.2307], [-1.8905, 3.3031, -3.5774], [-3.0922, 5.1812, -3.4483], [-1.7964, 5.9987, -4.3237], [-0.7965, 6.7471, -2.1854], [-2.4843, 7.1880, -2.3168], [-2.8874, 0.6047, 0.8223], [-2.9376, 0.2329, 2.3136], [-1.6198, 0.2482, 3.0944], [-0.7421, -0.6589, 2.6087], [-1.8780, -0.0732, 4.3839], [-3.5646, -0.9530, 2.4827], [-3.6896, 1.2023, 2.9048], [-2.8609, -0.4543, -0.1272], [-1.6898, -1.0092, -0.5536], [-1.6137, -2.5040, -0.2243], [-1.7310, -2.7100, 1.1020], [-0.3937, -2.9579, -0.6085], [-0.6035, -0.3575, -0.0915], [-1.6620, -0.9281, -1.9070], [-3.8372, 1.0945, 0.6348], [-2.1130, 1.3443, 0.6199], [-1.1682, 1.2429, 3.0607], [-2.3985, -3.0549, -0.7450], [3.4516, -2.3782, 2.8947], [3.2233, -1.3964, 1.7358], [2.4347, -1.8974, 0.5242], [3.0689, -2.9204, -0.0869], [2.3216, -0.8813, -0.3628], [4.4022, -0.8675, 1.3372], [2.4688, -0.3846, 2.2528], [4.6990, -3.0492, 2.9574], [4.9175, -4.2414, 2.3246], [6.0385, -4.1340, 1.2840], [5.7465, -3.2078, 0.3539], [6.1547, -5.3367, 0.6627], [3.7965, -4.7587, 1.7843], [5.3598, -5.1217, 3.2544], [3.4505, -1.7520, 3.7846], [2.6175, -3.0726, 2.9967], [1.4333, -2.2176, 0.8211], [6.9830, -3.8768, 1.7664], [-4.7162, 5.2738, 1.8181], [-5.4416, 3.9261, 1.8967], [-6.8723, 3.8369, 1.3634], [-7.7056, 4.6352, 2.0613], [-7.2984, 2.5581, 1.4908], [-5.3764, 3.4353, 3.1517], [-4.7199, 3.0986, 1.0878], [-4.6869, 6.0844, 2.9761], [-5.6762, 6.9857, 3.2533], [-6.3762, 6.6635, 4.5785], [-6.9162, 5.4304, 4.5418], [-7.3692, 7.5638, 4.7721], [-6.5630, 7.1082, 2.2446], [-5.0880, 8.1943, 3.4248], [-3.6762, 4.9915, 1.6612], [-5.0192, 5.8423, 0.9383], [-6.9038, 4.1139, 0.3058], [-5.6608, 6.7240, 5.4010], [4.7168, -7.1707, -1.6593], [3.4893, -6.7142, -2.4603], [2.3229, -7.6949, -2.6013], [2.6980, -8.8128, -3.2567], [1.3407, -7.0947, -3.3138], [3.8662, -6.2710, -3.6793], [2.9720, -5.6551, -1.7732], [5.8331, -7.6537, -2.3840], [5.9558, -8.9671, -2.7453], [6.0252, -9.1306, -4.2683], [4.9197, -8.6305, -4.8525], [6.1052, -10.4511, -4.5578], [4.9951, -9.7449, -2.2086], [7.1461, -9.4073, -2.2702], [5.0870, -6.2649, -1.1877], [4.4388, -7.8487, -0.8516], [1.9294, -7.9645, -1.6174], [6.9063, -8.6164, -4.6570]], "forces_ev_per_angstrom": [[0.178, 0.239, 0.144], [0.039, -0.058, -0.472], [0.356, -0.474, -0.147], [-0.208, 0.588, 0.114], [-0.379, -0.504, 0.163], [0.251, 0.006, -0.182], [-0.274, 0.640, -0.114], [0.151, -0.388, -0.370], [0.379, -0.670, 0.546], [-0.272, 0.238, -0.211], [-0.025, 0.358, -0.037], [0.058, -0.044, -0.031], [-0.030, -0.069, -0.093], [-0.044, 0.010, 0.000], [-0.201, 0.228, 0.346], [0.047, 0.029, 0.101], [0.021, 0.114, 0.058], [0.104, 0.051, -0.090], [0.006, 0.041, -0.053], [-0.126, 0.006, 0.017], [-0.023, -0.180, 0.100], [0.055, -0.099, 0.193], [-0.040, 0.429, -0.184], [0.041, -0.259, -0.327], [-0.009, 0.084, 0.120], [-0.031, -0.039, -0.034], [0.044, -0.015, -0.038], [0.051, 0.070, 0.051], [-0.018, -0.057, 0.074], [0.269, -0.526, 0.346], [-0.297, 0.333, 0.032], [0.040, -0.094, 0.068], [0.025, 0.051, 0.008], [-0.035, -0.093, -0.050], [-0.064, -0.071, -0.024], [0.086, 0.085, -0.067], [-0.019, -0.014, -0.008], [-0.003, -0.141, 0.154], [0.013, -0.017, -0.034], [0.045, 0.023, -0.046], [-0.231, -0.084, 0.522], [0.367, -0.072, -0.043], [-0.220, -0.009, -0.048], [0.043, 0.060, 0.059], [0.056, -0.001, -0.025], [-0.073, -0.033, 0.000], [-0.056, 0.014, 0.027], [0.140, 0.079, -0.577], [-0.169, 0.079, 0.277], [0.073, 0.004, -0.113], [-0.052, -0.034, 0.009], [0.077, 0.057, 0.054], [0.108, 0.075, 0.021], [-0.075, -0.058, 0.003], [0.009, 0.027, 0.004], [-0.022, -0.006, -0.194], [0.027, 0.008, 0.007], [-0.019, -0.050, 0.021], [0.495, 0.239, -0.398], [0.086, 0.097, 0.427], [-0.057, -0.078, -0.042], [0.030, -0.050, -0.008], [-0.023, 0.085, 0.000], [-0.123, 0.085, -0.102], [-0.127, -0.045, -0.172], [-0.430, -0.257, 0.290], [0.209, 0.027, -0.187], [-0.076, 0.030, 0.105], [-0.009, 0.055, -0.027], [0.052, -0.065, 0.016], [0.083, -0.027, 0.112], [-0.054, 0.045, -0.092], [0.029, 0.033, 0.031], [-0.185, -0.075, 0.018], [-0.007, 0.019, 0.026], [-0.010, 0.002, -0.013], [0.193, 0.098, 0.509], [0.255, -0.026, -0.271], [-0.134, 0.030, 0.024], [-0.006, 0.068, 0.002], [0.031, -0.067, 0.014], [-0.046, -0.036, 0.082], [-0.031, 0.014, 0.080], [-0.272, -0.109, -0.510], [0.041, 0.121, 0.288], [0.027, -0.062, -0.110], [0.003, -0.050, 0.037], [-0.001, 0.085, -0.008], [0.098, 0.089, -0.065], [-0.039, -0.075, 0.068], [-0.007, 0.053, -0.021], [-0.143, -0.090, -0.124], [0.016, -0.020, -0.016], [-0.010, -0.010, 0.011]]}